(1)
{
  "formula": "C35H43ClP2Si2Ta",
  "method": "ωB97M-V/def2-TZVPD",
  "species": ["C", "C", "C", "H", "C", "C", "H", "H", "H", "H", "Ta", "Si", "C", "C", "H", "C", "H", "C", "H", "C", "H", "C", "H", "C", "C", "H", "C", "H", "C", "H", "C", "H", "C", "H", "H", "Si", "C", "C", "H", "C", "H", "C", "H", "C", "H", "C", "H", "C", "C", "H", "C", "H", "C", "H", "C", "H", "C", "H", "H", "Cl", "C", "P", "C", "C", "C", "P", "C", "C", "H", "H", "H", "H", "H", "H", "H", "H", "H", "H", "H", "H", "H", "H", "H", "H"],
  "positions_angstrom": [[-1.83542, -1.67439, 3.71163], [-2.88323, -1.18767, 2.86486], [-3.12887, -2.17727, 1.86102], [-3.47214, -0.29135, 3.04938], [-2.22322, -3.27258, 2.07772], [-1.42075, -2.96404, 3.22163], [-0.72471, -3.63899, 3.71109], [-1.54806, -1.23769, 4.66135], [-3.93077, -2.14474, 1.12889], [-2.20244, -4.21549, 1.53766], [-0.99710, -1.44566, 1.62792], [1.74375, 2.07711, -0.62643], [0.67256, 3.32891, -1.50222], [1.11814, 4.00878, -2.64588], [2.09995, 3.78144, -3.06737], [0.30881, 4.96272, -3.27209], [0.65877, 5.46150, -4.17772], [-0.95613, 5.26578, -2.75727], [-1.59586, 6.00292, -3.24958], [-1.39762, 4.61039, -1.60364], [-2.38436, 4.82855, -1.18916], [-0.58694, 3.66140, -0.97689], [-0.95301, 3.17440, -0.07056], [0.67561, 0.42662, -0.22805], [-0.73278, 0.32586, 0.13117], [-1.30098, 1.24272, 0.30792], [-1.50742, -0.77180, -0.45388], [-2.55709, -0.65481, -0.71529], [-0.91033, -2.13883, -0.41335], [-1.44782, -3.05363, -0.63724], [0.49525, -2.07278, 0.05084], [1.03355, -3.01367, 0.14658], [1.24832, -0.89341, -0.34326], [2.30604, -1.01244, -0.58207], [-0.68101, 0.42441, 2.69293], [-0.10351, -1.06140, -1.59315], [0.36390, -2.41707, -2.91281], [-0.56097, -2.71435, -3.91235], [-1.51354, -2.17919, -3.96361], [-0.25550, -3.67671, -4.88123], [-0.96898, -3.89356, -5.67594], [0.97235, -4.35222, -4.82997], [1.21856, -5.09348, -5.59363], [1.87777, -4.07188, -3.80108], [2.82871, -4.60297, -3.75105], [1.57306, -3.10559, -2.82959], [2.29958, -2.89336, -2.04065], [-0.55168, 0.23770, -2.98925], [-1.75227, 0.94906, -2.96380], [-2.50784, 0.78246, -2.19513], [-2.01875, 1.91023, -3.94448], [-2.95095, 2.47502, -3.90433], [-1.09248, 2.16247, -4.95454], [-1.30212, 2.91572, -5.71448], [0.11507, 1.45945, -4.97616], [0.85405, 1.65856, -5.75279], [0.38685, 0.51108, -3.98794], [1.33867, -0.02594, -4.01694], [2.38792, 2.77770, 0.42742], [3.18414, 1.43468, -1.93994], [-0.62761, 3.03406, 2.73893], [-0.05626, 1.51145, 3.46719], [-0.62673, 1.39767, 5.15631], [1.74450, 1.37744, 3.38730], [2.33601, 0.05516, 2.86300], [1.30751, -1.44007, 3.14995], [2.36013, -2.80716, 2.59983], [1.36686, -1.64729, 4.95282], [-0.65788, 3.80904, 3.51771], [-1.64380, 2.89555, 2.34467], [0.03856, 3.36263, 1.93192], [-0.53794, 0.38126, 5.55488], [-0.02365, 2.08255, 5.77053], [-1.67798, 1.71190, 5.20409], [2.09481, 2.21628, 2.76796], [2.10189, 1.56841, 4.41236], [2.53172, 0.11956, 1.78138], [3.29738, -0.14474, 3.35828], [3.17694, -2.92628, 3.32377], [1.75613, -3.72281, 2.56908], [2.76393, -2.60924, 1.60095], [2.24347, -2.26504, 5.18632], [1.45298, -0.69395, 5.48498], [0.47433, -2.17502, 5.30260]],
  "mulliken_charge": [-0.024, -0.979, -0.593, 0.559, -0.729, -0.724, 0.627, 0.854, 0.605, 0.585, 0.516, 0.601, 0.835, -0.398, 0.389, -0.673, 0.448, -0.610, 0.435, -0.935, 0.433, 0.281, -0.020, 0.472, -0.342, 0.680, -0.687, 1.173, -0.247, 0.979, -0.812, 0.479, -0.452, 0.679, -0.563, -0.466, 0.644, -0.222, 0.357, -0.820, 0.448, -0.635, 0.421, -0.899, 0.446, -0.314, 0.263, 0.372, -0.358, 0.215, -0.699, 0.483, -0.644, 0.473, -1.002, 0.467, -0.150, 0.529, -0.171, -0.280, -1.254, 1.028, -1.254, -1.248, -0.520, 0.503, -1.537, -1.279, 0.560, 0.446, 0.335, 0.349, 0.478, 0.429, 0.658, 0.575, -0.037, 0.847, 0.607, 0.406, 0.351, 0.516, 0.414, 0.330],
  "gap_ev": [5.21, 5.21],
  "total_charge": 3,
  "e_lumo_ev": [-10.259, -10.261],
  "total_energy_ev": -85370.462,
  "relative_energy_kcal_mol": 0.00
}



(2)
{
  "formula": "C5H11N2",
  "method": "ωB97M-V/def2-TZVPD",
  "species": ["C", "C", "C", "C", "C", "N", "N", "H", "H", "H", "H", "H", "H", "H", "H", "H", "H", "H"],
  "positions_angstrom": [[2.05839, 3.12882, 0.70973], [-0.40850, 0.44345, 0.24021], [0.30964, -0.37759, 1.14391], [-0.89868, -2.28004, -1.41311], [-1.33883, -2.17525, 0.06669], [1.07992, 2.98527, -0.07984], [-0.60341, -1.02083, 0.53681], [2.98589, 3.48016, 0.46742], [1.95178, 2.91837, 1.73672], [-1.14393, 1.26818, 0.49768], [-0.10346, 0.68485, -0.78933], [1.08670, -0.57691, 1.92176], [-1.50494, -3.15806, -1.74254], [-1.35352, -1.41688, -1.98360], [0.08571, -2.44515, -1.41939], [-0.99553, -2.91316, 0.84410], [-2.36231, -1.75061, 0.31842], [1.15508, 3.20540, -1.05564]],
  "mulliken_charge": [-0.329, -0.724, 0.291, -1.125, -0.266, -0.429, 0.105, 0.290, 0.275, 0.292, 0.285, 0.378, 0.364, 0.352, 0.437, 0.311, 0.281, 0.213],
  "gap_ev": 8.75,
  "total_charge": 1,
  "e_lumo_ev": -4.524,
  "total_energy_ev": -8332.352,
  "relative_energy_kcal_mol": 109.94
}



(3)
{
  "formula": "C22H31NO7",
  "method": "ωB97M-V/def2-TZVPD",
  "species": ["C", "C", "C", "C", "C", "N", "C", "C", "C", "C", "O", "C", "C", "C", "C", "O", "C", "O", "H", "H", "H", "H", "H", "H", "H", "H", "H", "H", "H", "C", "O", "C", "C", "O", "C", "H", "H", "H", "H", "H", "H", "H", "H", "H", "H", "C", "O", "C", "C", "O", "C", "H", "H", "H", "H", "H", "H", "H", "H", "H", "H"],
  "positions_angstrom": [[0.49253, -2.33861, -2.59520], [0.33255, -1.11135, -3.47075], [-1.16636, -0.37886, -3.35529], [-1.41808, 1.06119, -2.57169], [-2.98674, 1.63541, -2.50334], [-3.21757, 2.94880, -1.78891], [-4.21229, 0.78087, -3.19964], [-3.92388, -0.63698, -4.01750], [-2.39819, -1.23144, -4.09901], [-5.11686, -1.50609, -4.77504], [-4.80460, -2.39773, -5.74504], [-6.66435, -1.16881, -4.28761], [-6.97538, 0.10308, -3.53345], [-8.57537, 0.26048, -3.07246], [-9.13771, -1.02902, -2.23040], [-9.29481, -2.27901, -2.71521], [-5.81791, 1.24324, -3.15306], [-6.18437, 2.50103, -2.79705], [1.16514, -2.37396, -1.63524], [-0.16937, -3.27283, -2.91764], [1.15042, -0.71404, -4.20763], [-0.49901, 1.60900, -2.09535], [-2.96960, 3.77943, -2.38703], [-2.51828, 2.98994, -0.99176], [-2.23508, -2.24992, -4.65565], [-7.47836, -1.98084, -4.57053], [-8.59436, 1.18785, -2.33202], [-9.25453, 0.45759, -4.00504], [-9.48871, -0.86069, -1.11642], [-1.05831, 0.74147, 1.72386], [-0.28513, 1.89701, 1.41845], [0.26773, 2.50361, 2.59079], [1.75375, 2.16375, 2.74323], [1.94067, 0.77486, 3.03173], [2.36751, 0.04138, 1.88868], [-1.28309, 0.22155, 0.78884], [-0.51867, 0.05448, 2.38185], [-2.00086, 1.04097, 2.19370], [-0.29636, 2.21447, 3.48563], [0.16675, 3.58682, 2.46575], [2.15513, 2.72169, 3.59557], [2.31869, 2.45893, 1.85124], [3.41028, 0.28585, 1.66049], [1.73986, 0.24497, 1.01734], [2.30263, -1.02565, 2.12199], [5.51546, 0.35286, 4.28230], [5.66094, -0.15447, 2.96025], [6.98588, 0.03097, 2.45217], [7.78774, -1.27337, 2.50414], [8.05736, -1.66238, 3.85438], [7.20302, -2.71400, 4.29135], [4.55642, 0.00897, 4.67863], [6.31138, -0.00222, 4.94301], [5.51322, 1.44755, 4.25995], [7.50398, 0.83367, 2.99049], [6.88481, 0.33906, 1.40621], [8.75683, -1.10835, 2.02195], [7.27287, -2.07403, 1.96027], [7.49378, -3.65219, 3.80713], [6.15241, -2.49831, 4.08079], [7.32447, -2.82762, 5.37280]],
  "mulliken_charge": [-0.470, -0.598, 0.480, -0.487, -0.005, -0.480, 0.279, 0.202, -0.558, 0.280, -0.546, -0.485, 0.337, -0.562, 0.134, -0.489, 0.391, -0.565, 0.222, 0.236, 0.334, 0.262, 0.293, 0.295, 0.311, 0.305, 0.267, 0.332, 0.287, -0.775, -0.264, -0.627, -0.482, -0.380, -0.768, 0.232, 0.351, 0.319, 0.355, 0.356, 0.396, 0.335, 0.272, 0.401, 0.256, -0.834, -0.187, -0.539, -0.579, -0.377, -0.658, 0.223, 0.424, 0.305, 0.367, 0.356, 0.373, 0.328, 0.326, 0.249, 0.241],
  "gap_ev": 6.37,
  "smiles": "C=Cc1cc(N)c2c(c1)C(=O)C=C(CC=O)C2=O.COCCOC.COCCOC",
  "e_lumo_ev": -1.795,
  "total_energy_ev": -39118.223
}